Model P:
DFT (ωB97M-V/def2-TZVPD) results for one molecule with the formula C4H10O3.

Atoms and positions in Å:
C 1.590 0.850 -0.186
O 0.897 -0.440 -0.065
C 0.510 -1.163 -1.392
C -0.484 -0.583 0.556
O -0.424 0.124 1.746
C -1.706 -0.025 -0.188
O -1.527 1.340 -0.491
H 1.956 1.205 0.785
H 0.912 1.573 -0.636
H 2.448 0.688 -0.850
H 0.411 -0.289 -2.051
H 1.407 -1.730 -1.631
H -0.556 -1.669 0.678
H 0.280 -0.278 2.269
H -2.560 -0.165 0.502
H -1.917 -0.560 -1.112
H -1.355 1.770 0.358

Results
* 2S+1: 1
* HOMO-LUMO gap: 7.4 eV
* total charge: 0

Atom charges from the natural (NBO) analysis, given in e for atoms 1 to 4: number 1, C, carries -0.261; number 2, O, carries -0.414; number 3, C, carries -0.611; number 4, C, carries 0.372

=====

Model Q:
DFT (ωB97M-V/def2-TZVPD) results for a 3-piece molecular cluster, C4H10O3 overall.

Atoms and positions in Å:
C 1.071 -1.096 -0.877
C 1.195 -0.178 0.063
C 0.106 0.112 1.031
C 0.392 0.522 2.268
O -1.146 -0.255 0.630
H 0.112 -1.592 -0.987
H 1.815 -1.151 -1.667
H 1.937 0.615 0.080
H -0.435 0.450 2.969
H 1.315 1.037 2.499
H -1.609 -0.677 1.367
O -3.254 -0.685 2.600
H -3.671 -1.413 2.134
H -3.558 -0.678 3.516
O 1.541 1.650 -5.065
H 2.370 1.531 -4.585
H 1.821 1.807 -5.976

Results
* 2S+1: 1
* HOMO-LUMO gap: 8.8 eV
* SMILES: C=CC(=C)O.O.O
* total charge: 0

Atom charges from the natural (NBO) analysis, given in e for atoms 1 to 4: number 1, C, carries -0.383; number 2, C, carries -0.240; number 3, C, carries 0.293; number 4, C, carries -0.505

=====

Model R:
DFT (ωB97M-V/def2-TZVPD) results for one molecule with the formula C4H10O3.

Atoms and positions in Å:
C 0.531 -1.962 0.226
O -0.756 -1.457 0.047
C -0.809 -0.495 -0.954
C -0.672 0.794 0.034
O -0.130 0.576 1.359
C 0.360 1.756 -0.504
O 1.657 1.183 -0.446
H 0.675 -2.107 1.297
H 1.333 -1.309 -0.155
H 0.507 -2.900 -0.326
H -0.003 -0.594 -1.725
H -1.713 -0.781 -1.554
H -1.684 1.178 0.172
H -0.736 0.135 1.970
H 0.334 2.694 0.063
H 0.130 1.921 -1.554
H 1.859 1.046 0.492

Results
* 2S+1: 1
* HOMO-LUMO gap: 10.0 eV
* SMILES: COC[C@@H](O)CO
* total charge: 0

Atom charges from the natural (NBO) analysis, given in e for atoms 1 to 4: number 1, C, carries -0.258; number 2, O, carries -0.560; number 3, C, carries -0.108; number 4, C, carries 0.064

=====

Which one sits at the top of the stability order? model Q does.

=====

Model P:
DFT (ωB97M-V/def2-TZVPD) results for a 2-piece molecular cluster, C4H10O3 overall.

Atoms and positions in Å:
C -1.816 0.112 1.878
C -0.377 0.620 2.137
C 0.350 0.882 0.814
O 0.153 1.934 0.150
O 1.164 -0.187 0.458
C 1.931 -0.079 -0.718
H -2.468 0.980 1.685
H -2.231 -0.460 2.725
H -1.816 -0.534 0.984
H -0.468 1.489 2.817
H 0.157 -0.181 2.683
H 2.633 0.756 -0.556
H 1.328 0.137 -1.616
H 2.513 -0.998 -0.898
O -0.300 -1.836 -3.983
H -0.549 -0.961 -3.609
H -0.204 -1.675 -4.949

Results
* 2S+1: 1
* HOMO-LUMO gap: 11.1 eV
* SMILES: CCC(=O)OC.O
* total charge: 0

Atom charges from the natural (NBO) analysis, given in e for atoms 1 to 4: number 1, C, carries -0.595; number 2, C, carries -0.504; number 3, C, carries 0.797; number 4, O, carries -0.601

=====

Model Q:
DFT (ωB97M-V/def2-TZVPD) results for a 3-piece molecular cluster, C4H10O3 overall.

Atoms and positions in Å:
C 0.364 1.107 0.695
C -0.942 0.645 0.149
O -1.814 1.746 -0.402
C -1.550 -0.530 0.509
C -2.766 -1.122 0.193
H 1.006 0.254 0.817
H 0.334 1.742 1.600
H -1.786 1.683 -1.383
H -0.888 -1.191 1.189
H -2.971 -2.036 0.745
H -3.359 -0.721 -0.521
H 0.906 1.734 0.032
H 2.047 -1.534 -1.927
O 1.621 -1.126 -1.168
H 2.442 -0.587 -0.659
H 4.150 -0.149 -0.044
O 3.206 0.087 0.173

Results
* 2S+1: 1
* HOMO-LUMO gap: 3.6 eV
* total charge: 0

Atom charges from the natural (NBO) analysis, given in e for atoms 1 to 4: number 1, C, carries -0.760; number 2, C, carries 0.692; number 3, O, carries -0.715; number 4, C, carries -0.390

=====

Which one sits at the top of the stability order? model P does.

=====

Model P:
DFT (ωB97M-V/def2-TZVPD) results for one molecule with the formula C3H6N2S2.

Atoms and positions in Å:
H -2.523 1.218 0.003
N -3.132 0.390 0.000
C -2.459 -0.675 -0.003
N -1.055 -0.880 0.001
C -0.041 0.027 -0.007
S -0.168 1.651 -0.003
S 1.513 -0.854 0.000
C 2.723 0.478 -0.006
H -2.981 -1.663 0.000
H -0.767 -1.849 -0.005
H 2.620 1.113 0.875
H 3.655 -0.002 0.013
H 2.615 1.045 -0.868

Results
* 2S+1: 1
* HOMO-LUMO gap: 8.9 eV
* SMILES: [H]/N=C\NC(=S)SC
* total charge: 0

Atom charges from the natural (NBO) analysis, given in e for atoms 1 to 4: number 1, H, carries 0.364; number 2, N, carries -0.625; number 3, C, carries 0.264; number 4, N, carries -0.625

=====

Model Q:
DFT (ωB97M-V/def2-TZVPD) results for C3H6N2S2 as an isolated structure.

Atoms and positions in Å:
C -1.010 -1.255 0.598
C -1.841 -0.598 -0.573
C 0.257 1.286 -0.516
H -1.471 -2.302 0.792
H 0.192 -1.277 0.375
H -1.240 -0.743 1.684
H 0.395 1.826 0.437
H 2.609 1.572 0.506
H 3.085 0.296 -0.380
N 1.316 0.668 -0.823
N 2.354 0.667 0.083
S -3.361 -1.022 -0.959
S -1.287 0.881 -1.226

Results
* 2S+1: 1
* HOMO-LUMO gap: 8.5 eV
* total charge: 0

Atom charges from the natural (NBO) analysis, given in e for atoms 1 to 4: number 1, C, carries -0.716; number 2, C, carries -0.324; number 3, C, carries -0.189; number 4, H, carries 0.250

=====

Model R:
DFT (ωB97M-V/def2-TZVPD) results for one molecule with the formula C3H6N2S2.

Atoms and positions in Å:
C -1.764 0.070 0.443
N -0.772 0.145 -0.618
S -1.270 0.571 -2.189
C 0.541 -0.097 -0.385
N 0.984 -0.429 0.791
C 2.334 -0.659 0.868
S 3.138 -1.078 2.209
H -2.632 -0.561 0.169
H -1.270 -0.377 1.324
H -2.116 1.058 0.724
H -1.258 1.919 -2.027
H 1.191 -0.018 -1.252
H 2.895 -0.542 -0.059

Results
* 2S+1: 1
* HOMO-LUMO gap: 8.2 eV
* SMILES: CN(S)/C=N/C=S
* total charge: 0

Atom charges from the natural (NBO) analysis, given in e for atoms 1 to 4: number 1, C, carries -0.433; number 2, N, carries -0.533; number 3, S, carries 0.212; number 4, C, carries 0.336

=====

Which one sits at the top of the stability order? model P does.

=====

Model P:
DFT (ωB97M-V/def2-TZVPD) results for one molecule with the formula C3H6N2S2.

Atoms and positions in Å:
S 0.570 -0.534 -2.207
C 0.551 0.336 -0.811
N 1.318 1.439 -0.674
S 1.096 2.674 0.479
N -0.203 -0.028 0.339
C -0.107 -1.448 0.816
C -1.385 -0.822 0.269
H 1.690 1.816 -1.565
H -0.048 2.064 1.050
H -0.043 -1.582 1.893
H 0.418 -2.207 0.230
H -1.631 -1.152 -0.713
H -2.226 -0.556 0.895

Results
* 2S+1: 1
* HOMO-LUMO gap: 8.9 eV
* SMILES: S=C(NS)N1CC1
* total charge: 0

Atom charges from the natural (NBO) analysis, given in e for atoms 1 to 4: number 1, S, carries -0.187; number 2, C, carries 0.260; number 3, N, carries -0.714; number 4, S, carries 0.150

=====

Model Q:
DFT (ωB97M-V/def2-TZVPD) results for a 2-piece molecular cluster, C3H6N2S2 overall.

Atoms and positions in Å:
C -1.219 -0.741 1.998
C -0.719 -1.740 2.472
C -0.010 1.036 -1.391
N 2.147 -0.759 0.114
N 2.126 0.446 0.359
S 1.429 -1.677 -1.026
S 1.404 1.707 -0.349
H -1.653 0.008 1.482
H -0.344 -2.656 2.704
H 0.284 1.066 -2.456
H -0.853 1.562 -1.163
H -0.154 0.068 -1.075
H 2.858 -1.241 0.638

Results
* 2S+1: 1
* HOMO-LUMO gap (alpha / beta): 8.0 / 8.0 eV
* total charge: 0

Atom charges from the natural (NBO) analysis, given in e for atoms 1 to 4: number 1, C, carries -0.224; number 2, C, carries -0.211; number 3, C, carries -0.741; number 4, N, carries -0.325

=====

Which one sits at the top of the stability order? model P does.